{"formula": "C22H44Cl22", "method": "the ωB97M-V functional and the def2-TZVPD basis", "orbital_gap_ev": [1.8504, 10.2703], "spin_multiplicity": 2, "e_lumo_ha": [0.073, 0.072], "s2": 0.75, "relative_energy_kcal_mol": 11.9, "e_homo_ha": [0.0048, -0.3051], "energy_ha": -10988.88080, "charge": -1, "elements": ["Cl", "C", "C", "Cl", "H", "H", "H", "H", "Cl", "C", "C", "Cl", "H", "H", "H", "H", "Cl", "C", "C", "Cl", "H", "H", "H", "H", "Cl", "C", "C", "Cl", "H", "H", "H", "H", "Cl", "C", "C", "Cl", "H", "H", "H", "H", "Cl", "C", "C", "Cl", "H", "H", "H", "H", "Cl", "C", "C", "Cl", "H", "H", "H", "H", "Cl", "C", "C", "Cl", "H", "H", "H", "H", "Cl", "C", "C", "Cl", "H", "H", "H", "H", "Cl", "C", "C", "Cl", "H", "H", "H", "H", "Cl", "C", "C", "Cl", "H", "H", "H", "H"], "positions_angstrom": [[-23.75, -7.48, -17.05], [-22.21, -7.49, -18.02], [-22.34, -8.12, -19.42], [-23.45, -7.19, -20.49], [-21.45, -8.06, -17.49], [-21.84, -6.46, -18.01], [-22.61, -9.18, -19.41], [-21.33, -8.05, -19.81], [-22.17, -3.18, -16.59], [-21.67, -2.09, -17.90], [-22.01, -2.65, -19.30], [-21.00, -4.05, -19.59], [-20.60, -1.89, -17.89], [-22.18, -1.18, -17.58], [-21.68, -1.94, -20.05], [-23.07, -2.89, -19.41], [-29.86, -2.23, -13.85], [-29.66, -3.99, -13.43], [-29.01, -4.84, -14.53], [-30.24, -5.12, -15.78], [-30.63, -4.42, -13.20], [-29.07, -3.99, -12.51], [-28.76, -5.86, -14.25], [-28.09, -4.41, -14.94], [-21.79, -5.95, -8.52], [-23.54, -6.01, -8.17], [-23.76, -7.20, -7.21], [-22.93, -7.04, -5.69], [-24.13, -6.21, -9.06], [-23.81, -5.03, -7.79], [-23.40, -8.10, -7.71], [-24.83, -7.25, -7.02], [-17.64, -2.54, -15.43], [-18.86, -3.72, -14.88], [-18.92, -4.93, -15.75], [-20.12, -6.14, -15.26], [-19.81, -3.21, -14.75], [-18.51, -3.96, -13.88], [-17.94, -5.35, -15.57], [-18.97, -4.72, -16.82], [-25.42, -4.42, -13.69], [-23.80, -5.06, -14.22], [-23.26, -6.05, -13.22], [-23.30, -5.36, -11.53], [-23.10, -4.23, -14.28], [-23.95, -5.51, -15.20], [-22.24, -6.40, -13.35], [-23.78, -7.01, -13.13], [-27.04, 0.38, -14.46], [-26.72, -1.17, -15.29], [-26.21, -0.95, -16.65], [-24.53, -0.34, -16.68], [-27.68, -1.67, -15.15], [-26.04, -1.78, -14.69], [-26.72, -0.15, -17.20], [-26.33, -1.82, -17.30], [-27.24, -8.96, -14.49], [-25.55, -9.58, -14.61], [-25.52, -11.09, -14.35], [-26.24, -11.38, -12.73], [-25.07, -9.04, -13.80], [-25.22, -9.32, -15.62], [-24.46, -11.30, -14.49], [-26.12, -11.69, -15.04], [-23.75, -1.84, -9.34], [-24.96, -1.97, -10.63], [-24.62, -0.98, -11.78], [-25.37, 0.65, -11.57], [-25.96, -1.82, -10.22], [-24.91, -3.00, -10.97], [-25.07, -1.35, -12.70], [-23.54, -0.90, -11.85], [-25.26, -10.29, -8.07], [-24.51, -11.05, -9.52], [-23.22, -10.31, -9.99], [-23.53, -8.86, -10.88], [-25.17, -11.10, -10.38], [-24.30, -12.08, -9.23], [-22.67, -11.00, -10.63], [-22.51, -10.03, -9.22], [-21.41, -2.82, -12.29], [-20.32, -3.17, -10.89], [-19.87, -1.81, -10.20], [-18.89, -0.86, -11.32], [-19.47, -3.78, -11.20], [-20.92, -3.71, -10.17], [-19.26, -2.01, -9.32], [-20.80, -1.34, -9.88]]}

***

{"formula": "C22H44Cl6N2PS", "method": "the ωB97M-V functional and the def2-TZVPD basis", "orbital_gap_ev": 7.2789, "e_lumo_ha": -0.113, "e_homo_ha": -0.3807, "energy_ha": -4474.62807, "charge": 1, "elements": ["S", "P", "N", "C", "C", "C", "C", "C", "C", "C", "C", "C", "C", "C", "C", "N", "C", "C", "C", "C", "H", "H", "H", "H", "H", "H", "H", "H", "H", "H", "H", "H", "H", "H", "H", "H", "H", "H", "H", "H", "H", "H", "H", "H", "H", "H", "H", "H", "H", "H", "H", "H", "Cl", "C", "C", "Cl", "H", "H", "H", "H", "Cl", "C", "C", "Cl", "H", "H", "H", "H", "Cl", "C", "C", "Cl", "H", "H", "H", "H"], "positions_angstrom": [[1.31, -0.40, 4.06], [-0.55, -0.85, 3.95], [-1.35, -0.07, 2.53], [-1.31, -0.98, 1.32], [-1.90, -0.36, 0.06], [-3.06, 0.63, 0.29], [-2.96, 1.79, -0.73], [-2.08, 2.92, -0.19], [-2.76, 3.76, 0.89], [-1.85, 4.82, 1.52], [-0.52, 4.23, 2.01], [0.60, 4.31, 0.96], [1.73, 3.33, 1.34], [3.02, 3.60, 0.59], [3.82, 2.31, 0.35], [3.00, 1.35, -0.38], [2.54, 0.18, 0.14], [1.76, -0.43, -0.84], [1.77, 0.42, -1.97], [2.56, 1.51, -1.67], [-0.76, -2.21, 3.71], [-1.26, -0.38, 5.06], [-0.91, 0.84, 2.33], [-2.34, 0.08, 2.77], [-1.74, -1.95, 1.57], [-0.25, -1.18, 1.14], [-2.30, -1.20, -0.51], [-1.13, 0.08, -0.57], [-4.03, 0.17, 0.15], [-3.04, 1.11, 1.28], [-3.94, 2.14, -1.03], [-2.47, 1.40, -1.63], [-1.83, 3.59, -1.02], [-1.13, 2.50, 0.16], [-3.21, 3.14, 1.67], [-3.59, 4.29, 0.41], [-2.37, 5.19, 2.40], [-1.67, 5.66, 0.84], [-0.64, 3.19, 2.33], [-0.16, 4.78, 2.88], [1.01, 5.31, 0.89], [0.22, 3.96, 0.01], [1.92, 3.39, 2.42], [1.35, 2.32, 1.16], [2.77, 4.03, -0.38], [3.66, 4.32, 1.10], [4.12, 1.88, 1.31], [4.73, 2.54, -0.21], [2.77, -0.12, 1.14], [1.24, -1.37, -0.70], [1.26, 0.26, -2.90], [2.84, 2.36, -2.27], [0.76, -4.20, -0.44], [1.31, -4.66, 1.19], [2.22, -5.87, 1.16], [1.34, -7.35, 0.70], [0.44, -4.85, 1.81], [1.86, -3.81, 1.60], [2.64, -6.03, 2.15], [3.03, -5.73, 0.45], [3.76, -1.71, -5.32], [4.74, -2.80, -4.31], [3.89, -3.51, -3.28], [3.27, -2.38, -2.04], [5.52, -2.21, -3.84], [5.20, -3.53, -4.97], [4.49, -4.26, -2.77], [3.04, -4.01, -3.74], [-3.04, -3.50, -1.75], [-4.77, -3.83, -2.03], [-5.48, -2.65, -2.64], [-5.60, -1.30, -1.48], [-5.21, -4.12, -1.09], [-4.82, -4.68, -2.71], [-6.49, -2.93, -2.91], [-4.97, -2.28, -3.52]]}

***

{"formula": "C22H44HgN2Si4", "method": "the ωB97M-V functional and the def2-TZVPD basis", "orbital_gap_ev": [6.0494, 5.9802], "e_lumo_ha": [-0.025, -0.026], "relative_energy_kcal_mol": 0.0, "e_homo_ha": [-0.2468, -0.2458], "energy_ha": -2285.48895, "elements": ["C", "C", "H", "H", "H", "H", "H", "H", "C", "C", "C", "C", "H", "H", "H", "H", "N", "C", "C", "N", "C", "C", "C", "H", "H", "C", "H", "H", "Hg", "C", "H", "H", "H", "C", "Si", "C", "C", "Si", "Si", "C", "C", "C", "Si", "C", "C", "C", "H", "H", "H", "H", "H", "H", "H", "H", "H", "H", "H", "H", "H", "H", "H", "H", "H", "H", "H", "H", "H", "H", "H", "H", "H", "H", "H"], "positions_angstrom": [[0.69, 2.22, 2.46], [2.18, 2.66, -0.62], [-0.40, 2.09, 2.43], [0.96, 3.28, 2.33], [1.13, 1.85, 3.39], [2.40, 2.19, -1.59], [1.36, 3.38, -0.72], [3.08, 3.18, -0.26], [0.91, -1.56, 3.07], [0.76, -2.80, 3.72], [1.36, -3.93, 3.16], [2.10, -3.78, 1.99], [0.49, -0.64, 3.49], [0.17, -2.84, 4.64], [1.26, -4.91, 3.63], [2.61, -4.62, 1.53], [1.56, -1.44, 1.91], [2.19, -2.51, 1.38], [2.98, -2.28, 0.14], [2.95, -1.04, -0.39], [3.67, -0.76, -1.47], [4.44, -3.04, -1.64], [4.42, -1.74, -2.15], [3.66, 0.28, -1.81], [4.96, -1.45, -3.04], [3.72, -3.31, -0.48], [3.72, -4.30, -0.03], [5.01, -3.84, -2.13], [1.65, 1.06, 0.83], [3.60, 1.25, 1.83], [4.38, 1.32, 1.06], [3.75, 0.36, 2.45], [3.59, 2.15, 2.45], [-1.37, 3.91, 0.09], [-1.57, 2.66, -1.30], [-3.32, 2.84, -1.98], [-0.49, 3.06, -2.80], [-0.95, 0.63, -0.29], [-2.68, 0.10, 1.22], [-4.30, 0.92, 0.67], [-2.93, -1.76, 1.32], [-2.41, 0.67, 3.00], [-1.11, -1.00, -1.98], [-2.82, -0.81, -2.76], [0.22, -0.77, -3.29], [-0.92, -2.78, -1.38], [-1.72, 4.88, -0.28], [-0.34, 4.02, 0.43], [-1.98, 3.64, 0.97], [-3.38, 3.86, -2.40], [-3.54, 2.14, -2.79], [-4.10, 2.76, -1.22], [0.58, 3.08, -2.59], [-0.67, 2.36, -3.62], [-0.78, 4.07, -3.15], [-4.57, 0.67, -0.36], [-5.11, 0.56, 1.33], [-4.26, 2.01, 0.78], [-2.01, -2.28, 1.62], [-3.70, -1.97, 2.08], [-3.28, -2.19, 0.38], [-1.53, 0.21, 3.46], [-2.31, 1.76, 3.09], [-3.29, 0.37, 3.59], [-2.94, 0.14, -3.29], [-2.94, -1.62, -3.51], [-3.64, -0.91, -2.03], [1.22, -0.99, -2.89], [0.02, -1.48, -4.11], [0.23, 0.24, -3.72], [0.07, -2.95, -0.93], [-1.68, -3.08, -0.65], [-1.02, -3.44, -2.25]]}

***

{"formula": "C22H44N3O4", "method": "the ωB97M-V functional and the def2-TZVPD basis", "orbital_gap_ev": 9.6589, "e_lumo_ha": -0.095, "e_homo_ha": -0.4500, "energy_ha": -1329.66607, "charge": 1, "elements": ["C", "C", "C", "C", "C", "C", "C", "C", "C", "C", "C", "N", "C", "N", "N", "C", "C", "H", "H", "H", "H", "H", "H", "H", "H", "H", "H", "H", "H", "H", "H", "H", "H", "H", "H", "H", "H", "H", "H", "H", "H", "H", "H", "H", "H", "H", "H", "H", "H", "O", "C", "O", "C", "C", "C", "H", "H", "H", "H", "H", "H", "O", "C", "O", "C", "C", "C", "H", "H", "H", "H", "H", "H"], "positions_angstrom": [[-1.15, 1.49, 2.56], [-2.67, 1.57, 2.47], [-3.41, 1.21, 1.16], [-2.74, 1.55, -0.18], [-2.15, 2.94, -0.25], [-0.98, 3.13, -1.22], [0.18, 2.15, -1.06], [1.30, 2.60, -0.10], [2.74, 2.20, -0.53], [3.32, 1.00, 0.20], [3.30, -0.26, -0.63], [1.95, -0.60, -1.11], [1.94, -1.07, -2.30], [2.31, -0.19, -3.27], [1.61, -2.25, -2.65], [1.15, -3.27, -1.72], [-0.29, -2.99, -1.32], [-0.70, 0.77, 1.92], [-0.80, 1.31, 3.55], [-0.79, 2.45, 2.31], [-3.13, 1.05, 3.28], [-2.89, 2.61, 2.63], [-3.57, 0.15, 1.16], [-4.38, 1.64, 1.21], [-2.05, 0.76, -0.39], [-3.50, 1.48, -0.93], [-2.93, 3.60, -0.59], [-1.85, 3.32, 0.71], [-1.34, 3.03, -2.23], [-0.64, 4.14, -1.12], [0.60, 1.98, -2.02], [-0.16, 1.20, -0.72], [1.15, 2.09, 0.83], [1.25, 3.64, 0.13], [2.82, 2.11, -1.59], [3.34, 3.05, -0.27], [4.35, 1.18, 0.43], [2.78, 0.80, 1.10], [3.68, -1.09, -0.08], [3.90, -0.10, -1.50], [1.37, -1.09, -0.43], [2.67, -0.69, -4.07], [1.48, 0.35, -3.52], [1.68, -2.49, -3.61], [1.82, -3.35, -0.89], [1.13, -4.19, -2.26], [-0.63, -2.17, -1.92], [-0.91, -3.83, -1.42], [-0.29, -2.61, -0.34], [-2.05, -0.06, -3.22], [-2.53, -1.17, -3.31], [-3.43, -1.66, -2.43], [-3.75, -3.04, -2.76], [-3.39, -3.19, -4.23], [-2.22, -2.22, -4.38], [-3.16, -3.70, -2.11], [-4.81, -3.22, -2.57], [-3.16, -4.22, -4.51], [-4.22, -2.86, -4.85], [-1.26, -2.69, -4.14], [-2.18, -1.77, -5.36], [0.77, -0.73, 3.28], [1.50, -0.47, 4.20], [2.83, -0.66, 4.13], [3.44, -0.35, 5.42], [2.44, 0.57, 6.11], [1.11, 0.07, 5.56], [3.59, -1.29, 5.95], [4.40, 0.11, 5.25], [2.52, 0.54, 7.19], [2.61, 1.60, 5.79], [0.70, -0.76, 6.15], [0.37, 0.86, 5.47]]}

***

{"formula": "C22H44O29S5", "method": "the ωB97M-V functional and the def2-TZVPD basis", "orbital_gap_ev": 10.3595, "smiles": "O=S1(=O)OCCO1.O=S1(=O)OCCO1.O=S1(=O)OCCO1.O=S1(=O)OCCO1.O=S1(=O)OCCO1.CCOC(=O)OC.CCOC(=O)OC.CCOC(=O)OC", "e_lumo_ha": -0.002, "relative_energy_kcal_mol": 0.0, "e_homo_ha": -0.3823, "energy_ha": -5037.30288, "elements": ["C", "C", "O", "C", "O", "O", "C", "H", "H", "H", "H", "H", "H", "H", "H", "C", "C", "O", "C", "O", "O", "C", "H", "H", "H", "H", "H", "H", "H", "H", "C", "C", "O", "C", "O", "O", "C", "H", "H", "H", "H", "H", "H", "H", "H", "C", "C", "O", "S", "O", "O", "O", "H", "H", "H", "H", "C", "C", "O", "S", "O", "O", "O", "H", "H", "H", "H", "C", "C", "O", "S", "O", "O", "O", "H", "H", "H", "H", "C", "C", "O", "S", "O", "O", "O", "H", "H", "H", "H", "C", "C", "O", "S", "O", "O", "O", "H", "H", "H", "H"], "positions_angstrom": [[-9.18, -36.19, 20.68], [-9.06, -35.75, 19.15], [-8.26, -36.70, 18.40], [-8.29, -36.69, 17.06], [-9.05, -35.95, 16.36], [-7.26, -37.50, 16.52], [-7.17, -37.77, 15.12], [-8.22, -36.34, 21.18], [-9.92, -36.96, 20.87], [-9.47, -35.30, 21.23], [-8.76, -34.71, 19.12], [-10.12, -35.84, 18.91], [-6.34, -38.33, 14.70], [-7.04, -36.79, 14.66], [-8.15, -38.09, 14.77], [-13.51, -45.07, 23.86], [-13.73, -43.55, 24.23], [-13.07, -42.81, 23.26], [-12.72, -41.43, 23.57], [-12.87, -40.86, 24.64], [-11.97, -40.93, 22.52], [-11.09, -39.77, 22.64], [-12.45, -45.32, 23.79], [-13.93, -45.41, 22.91], [-13.92, -45.69, 24.65], [-13.35, -43.41, 25.24], [-14.79, -43.32, 24.27], [-11.34, -38.85, 22.11], [-10.08, -39.90, 22.24], [-11.11, -39.41, 23.67], [-11.15, -38.91, 26.84], [-10.07, -39.72, 27.48], [-9.89, -41.00, 26.74], [-9.22, -41.01, 25.66], [-8.56, -40.07, 25.21], [-9.17, -42.26, 25.20], [-8.47, -42.54, 24.09], [-12.14, -39.35, 26.69], [-10.79, -38.72, 25.83], [-11.30, -37.96, 27.37], [-10.39, -39.88, 28.51], [-9.15, -39.18, 27.69], [-7.60, -43.15, 24.31], [-8.00, -41.69, 23.60], [-9.09, -43.13, 23.41], [-8.51, -44.82, 17.63], [-7.46, -43.69, 17.65], [-6.71, -43.74, 18.85], [-7.09, -45.14, 19.62], [-7.18, -44.84, 21.03], [-6.24, -46.27, 19.26], [-8.51, -45.28, 18.95], [-8.26, -45.61, 16.93], [-9.51, -44.42, 17.48], [-7.91, -42.70, 17.70], [-6.78, -43.65, 16.81], [-12.63, -37.26, 17.35], [-11.73, -37.75, 16.26], [-10.73, -38.55, 16.95], [-11.56, -39.51, 17.99], [-10.77, -39.72, 19.25], [-12.00, -40.69, 17.29], [-12.78, -38.40, 18.16], [-13.60, -37.05, 16.90], [-12.28, -36.41, 17.94], [-11.29, -36.98, 15.62], [-12.18, -38.35, 15.47], [-8.67, -36.54, 24.68], [-7.15, -36.91, 24.68], [-6.63, -35.87, 25.50], [-7.38, -34.42, 25.18], [-6.61, -33.80, 24.10], [-7.82, -33.67, 26.34], [-8.72, -35.15, 24.56], [-9.34, -36.84, 25.49], [-9.06, -37.00, 23.77], [-6.92, -36.79, 23.62], [-6.95, -37.91, 25.05], [-2.96, -39.54, 13.78], [-1.92, -39.24, 14.85], [-2.45, -39.82, 16.04], [-4.07, -39.51, 16.16], [-4.23, -38.10, 16.41], [-4.93, -40.48, 16.89], [-4.17, -39.69, 14.50], [-2.76, -40.52, 13.33], [-3.19, -38.76, 13.05], [-1.87, -38.16, 15.00], [-0.93, -39.63, 14.64], [-5.78, -38.72, 19.60], [-6.93, -39.70, 19.56], [-6.73, -40.41, 20.78], [-6.70, -39.31, 21.98], [-5.95, -39.69, 23.17], [-8.05, -38.70, 22.12], [-5.66, -38.37, 20.98], [-6.01, -37.75, 19.15], [-4.87, -39.02, 19.07], [-6.86, -40.37, 18.70], [-7.92, -39.25, 19.56]]}